Record 1
# C37H39N7O6PRbSTe

A molecular structure, C37H39N7O6PRbSTe (wB97M-V/def2-TZVPD, OMol25).

Calculated values
- multiplicity = 1
- relative energy (zero: lowest compared OMol25 entry of this formula, charge and spin) (kcal per mole) = 4.7
- net charge = -2
- gap between HOMO and LUMO (eV) = 5.12

Element x y z (Å)
Rb  0.590  0.456  -2.195
C  -3.495  1.120  5.662
C  -3.035  0.326  4.469
C  -3.848  -0.628  3.862
C  -3.438  -1.310  2.736
C  -2.183  -1.095  2.122
N  -1.862  -1.605  0.902
C  -2.139  -2.899  0.614
C  -2.173  -3.931  1.585
C  -2.336  -5.260  1.251
C  -2.483  -5.678  -0.069
C  -2.636  -7.131  -0.434
C  -2.477  -4.682  -1.037
C  -2.326  -3.344  -0.720
N  -2.388  -2.413  -1.802
C  -3.463  -1.674  -2.154
C  -3.155  -1.036  -3.332
C  -1.849  -1.466  -3.614
N  -1.388  -2.305  -2.695
C  -1.336  -0.187  2.805
C  -1.779  0.524  3.915
N  0.031  -0.009  2.445
C  1.044  0.078  3.342
C  2.200  0.293  2.633
C  1.779  0.314  1.290
N  0.474  0.129  1.186
H  -4.518  0.854  5.932
H  -3.476  2.194  5.463
H  -2.866  0.942  6.540
H  -4.840  -0.817  4.261
H  -4.111  -2.011  2.258
H  -2.025  -3.662  2.624
H  -2.329  -6.002  2.045
H  -2.636  -7.754  0.463
H  -1.821  -7.477  -1.075
H  -3.570  -7.323  -0.968
H  -2.593  -4.930  -2.088
H  -4.331  -1.636  -1.516
H  -3.734  -0.301  -3.866
H  -1.220  -1.178  -4.442
H  -1.109  1.260  4.348
H  0.857  -0.049  4.394
H  3.196  0.400  3.024
H  2.379  0.454  0.404
O  -1.833  0.470  -0.967
C  -2.805  1.394  -0.886
C  -3.579  1.507  0.275
C  -4.579  2.460  0.376
C  -4.845  3.305  -0.691
C  -4.100  3.164  -1.854
C  -3.072  2.236  -1.982
C  -2.334  2.192  -3.337
O  -3.064  2.299  -4.342
O  -1.086  2.093  -3.299
H  -1.822  -0.183  -0.213
H  -3.383  0.841  1.104
H  -5.152  2.528  1.295
H  -5.629  4.051  -0.629
H  -4.315  3.772  -2.725
C  5.703  -1.404  -5.562
C  6.177  -1.380  -4.124
O  5.530  -0.346  -3.396
P  4.161  -0.517  -2.529
O  3.178  0.513  -2.937
Te  3.404  -2.766  -2.446
O  4.711  -0.031  -1.068
C  5.710  -0.798  -0.403
C  5.152  -1.379  0.877
H  6.219  -2.187  -6.123
H  5.889  -0.443  -6.043
H  4.633  -1.610  -5.590
H  7.247  -1.164  -4.062
H  5.981  -2.343  -3.643
H  6.549  -0.124  -0.201
H  6.070  -1.598  -1.057
H  4.786  -0.584  1.527
H  5.923  -1.938  1.414
H  4.325  -2.050  0.647
N  3.901  6.421  1.441
C  2.705  5.977  1.873
S  1.980  6.639  3.197
C  2.123  4.862  1.079
C  2.906  4.091  0.219
C  2.300  3.084  -0.515
N  1.003  2.812  -0.434
C  0.255  3.538  0.386
C  0.767  4.565  1.166
H  4.297  7.223  1.900
H  4.236  6.174  0.526
H  3.978  4.214  0.133
H  2.887  2.459  -1.185
H  -0.798  3.279  0.423
H  0.124  5.133  1.823


Record 2
# C4H16FKN8O4

A molecular structure, C4H16FKN8O4 (wB97M-V/def2-TZVPD, OMol25).

Calculated values
- multiplicity = 1
- relative energy (zero: lowest compared OMol25 entry of this formula, charge and spin) (kcal per mole) = 244.8
- gap between HOMO and LUMO (eV) = 7.80

Element x y z (Å)
K  0.267  0.653  0.399
F  -0.493  0.370  -1.568
C  1.826  2.275  -1.874
O  2.906  2.826  -2.030
N  0.755  2.677  -2.343
N  1.629  1.141  -1.261
H  -0.040  2.131  -2.042
H  0.867  3.581  -2.779
H  0.768  0.627  -1.386
H  2.464  0.575  -1.201
C  -0.406  -1.881  1.585
O  -0.749  -0.970  0.783
N  -0.145  -3.132  1.248
N  -0.490  -1.804  2.899
H  -0.063  -3.780  2.018
H  -0.157  -3.314  0.255
H  -0.466  -2.672  3.415
H  -0.442  -0.913  3.372
C  -2.069  1.866  1.340
O  -1.388  0.884  1.465
N  -2.852  2.054  0.337
N  -2.037  2.947  2.069
H  -3.007  1.277  -0.289
H  -3.380  2.905  0.208
H  -1.489  2.974  2.917
H  -2.618  3.755  1.895
C  1.438  -1.736  -0.818
O  1.620  -0.766  -0.080
N  2.011  -2.937  -0.810
N  0.665  -1.680  -1.858
H  1.962  -3.533  -1.624
H  2.605  -3.143  -0.019
H  0.302  -0.749  -2.013
H  0.205  -2.508  -2.209


Record 3
# C4H9NO2

C4H9NO2 in the gas phase (wB97M-V/def2-TZVPD, OMol25).

Calculated values
- SMILES = C[C@]1(O)C[C@H](N)O1
- multiplicity = 1
- relative energy (zero: lowest compared OMol25 entry of this formula, charge and spin) (kcal per mole) = 45.4
- gap between HOMO and LUMO (eV) = 9.73

Element x y z (Å)
C  0.412  -1.834  -0.430
C  -0.457  -0.596  -0.446
O  -1.677  -0.778  -1.046
C  0.150  0.730  -0.789
C  -0.293  1.157  0.733
N  0.670  1.736  1.595
O  -0.635  -0.142  1.086
H  0.645  -2.117  -1.457
H  1.328  -1.636  0.119
H  -0.114  -2.652  0.059
H  -2.145  -1.494  -0.599
H  -0.367  1.275  -1.572
H  1.226  0.714  -0.940
H  -1.162  1.826  0.652
H  0.940  2.670  1.318
H  1.480  1.141  1.717


Record 4
# C41H37CuFN4O7PS

A molecular structure, C41H37CuFN4O7PS (wB97M-V/def2-TZVPD, OMol25).

Calculated values
- multiplicity = 2
- relative energy (zero: lowest compared OMol25 entry of this formula, charge and spin) (kcal per mole) = 0.0
- net charge = +1
- ⟨S²⟩ = 0.75
- gap between HOMO and LUMO (alpha / beta) (eV) = 7.44 / 7.42

Element x y z (Å)
Cu  1.515  2.363  1.874
C  -5.161  3.827  -1.215
C  -4.013  3.170  -1.968
N  -2.958  2.685  -1.066
C  -1.899  3.489  -0.807
C  -0.919  3.230  0.101
C  0.185  4.270  0.233
O  0.090  5.287  -0.436
O  1.163  3.996  1.044
C  -1.033  2.044  0.879
O  -0.340  1.740  1.873
C  -2.061  1.097  0.475
C  -2.033  -0.191  1.009
C  -3.001  -1.082  0.668
F  -2.890  -2.355  1.098
C  -4.095  -0.715  -0.130
C  -4.095  0.555  -0.680
C  -3.048  1.450  -0.437
N  -5.214  -1.562  -0.339
C  -5.773  -1.689  -1.676
C  -7.304  -1.667  -1.565
N  -7.672  -2.150  -0.181
C  -6.803  -3.322  0.197
C  -5.390  -2.784  0.453
H  -5.927  4.171  -1.915
H  -4.799  4.691  -0.653
H  -5.621  3.131  -0.506
H  -3.549  3.881  -2.643
H  -4.363  2.340  -2.579
H  -1.832  4.418  -1.364
H  -1.218  -0.484  1.670
H  -4.933  0.864  -1.293
H  -5.436  -2.613  -2.158
H  -5.456  -0.868  -2.309
H  -7.766  -2.335  -2.287
H  -7.715  -0.670  -1.687
H  -8.659  -2.374  -0.125
H  -7.476  -1.399  0.479
H  -6.843  -4.022  -0.631
H  -7.204  -3.807  1.081
H  -4.675  -3.571  0.218
H  -5.273  -2.535  1.503
O  2.638  1.665  0.307
P  3.364  0.848  -0.717
C  4.187  -0.560  0.007
C  4.441  -1.727  -0.714
C  5.096  -2.786  -0.099
C  5.494  -2.680  1.228
C  5.243  -1.519  1.947
C  4.591  -0.456  1.338
C  2.189  0.202  -1.905
C  1.251  -0.718  -1.418
C  0.233  -1.165  -2.247
C  0.146  -0.697  -3.556
C  1.071  0.220  -4.037
C  2.094  0.675  -3.211
C  4.578  1.826  -1.589
C  5.478  1.249  -2.488
C  6.407  2.047  -3.138
C  6.441  3.416  -2.890
C  5.549  3.990  -1.995
C  4.613  3.197  -1.340
H  4.113  -1.817  -1.746
H  5.288  -3.697  -0.653
H  6.000  -3.512  1.706
H  5.547  -1.442  2.986
H  4.387  0.458  1.885
H  1.329  -1.080  -0.393
H  -0.492  -1.880  -1.872
H  -0.644  -1.054  -4.207
H  0.993  0.590  -5.053
H  2.817  1.395  -3.583
H  5.457  0.178  -2.674
H  7.110  1.603  -3.834
H  7.171  4.037  -3.398
H  5.580  5.056  -1.803
H  3.904  3.630  -0.642
O  -0.498  -2.461  2.750
S  0.859  -2.171  2.376
O  1.410  -2.870  1.248
N  1.047  -0.563  2.186
C  1.881  -0.067  3.072
O  2.233  1.164  3.126
C  2.456  -1.062  4.024
C  3.374  -0.855  5.031
C  3.776  -1.958  5.780
C  3.257  -3.226  5.519
C  2.325  -3.426  4.506
C  1.947  -2.322  3.770
H  3.766  0.136  5.221
H  4.499  -1.831  6.576
H  3.586  -4.073  6.111
H  1.916  -4.410  4.303